# C43H43N9O2STi

A structure of composition C43H43N9O2STi (wB97M-V/def2-TZVPD, OMol25).

Last column: Löwdin spin population.
Positions of all 99 atoms, in Å:
Ti 0.4766 -0.3469 0.2069  0.9695
S -0.4248 -4.0409 -2.3397  0.0989
O -2.4190 3.4107 0.0373  0.0002
O 2.2952 -0.9526 0.3336  0.0322
N -1.8915 5.0342 -1.4724  0.0002
N -0.0706 -2.2711 -0.4420  0.1328
N 2.0099 1.9245 1.7802  0.0038
N 1.3133 1.7633 0.6438  0.0094
N 2.8083 -2.0925 -0.2181  0.2567
N 0.0640 -0.0365 2.3250  0.0070
N -1.6408 2.7983 -2.0192  0.0022
N -1.8067 -0.1913 0.2747  0.0082
N -2.6759 0.0517 1.2737  0.0028
C -1.1821 -6.4331 4.0607  0.0008
C -1.0288 -0.0340 3.1451  0.0023
C -3.2904 -0.2835 4.9045  0.0016
C -0.8822 -5.9705 1.2310  0.0359
C -0.0992 -2.3921 -1.8010  0.2477
C 1.3279 -0.1062 2.9329  0.0018
C -0.6514 -5.0678 3.6203  -0.0011
C -0.8312 -5.7949 -0.1547  0.0046
C -0.5475 -4.5496 -0.6668  0.0157
C 2.3236 0.8190 2.6186  0.0032
C 3.9948 -0.3670 3.8948  0.0045
C 3.6276 0.6820 3.0741  0.0017
C 1.7156 -1.1550 3.7763  0.0025
C 0.4761 -0.0475 -1.9910  0.0942
C 0.9102 0.8778 -4.2340  0.1237
C 3.1598 -3.1154 0.6431  0.1410
C 0.7944 -4.9374 4.1237  -0.0001
C 0.8716 0.9838 -2.8375  0.0091
C -3.9090 0.2953 0.7756  0.0011
C -0.3163 -3.4531 0.1898  0.0050
C -3.4260 -0.2749 3.5270  0.0001
C 0.1741 -1.2951 -2.6423  0.0562
C 3.9486 -4.1337 0.2061  0.0472
C -0.6522 -4.9053 2.0997  0.0022
C 5.4110 -0.5185 4.3811  0.0011
C -2.3567 -0.0858 2.6580  0.0016
C -2.0106 -0.0687 5.4022  0.0001
C 3.0062 -1.2882 4.2444  0.0010
C -3.8489 0.1583 -0.5872  0.0010
C 2.3129 3.2195 1.9919  0.0007
C -2.5140 -0.1529 -0.8506  0.0056
C -1.5309 -3.9870 4.2665  -0.0003
C -4.4793 -0.4839 5.8061  0.0003
C 1.1681 2.9776 0.1343  0.0023
C 3.3650 -2.0191 -1.4799  0.1357
C 0.1911 -1.4104 -4.0570  0.0929
C 4.4642 -4.1428 -1.1104  0.2706
C 0.5493 -0.3301 -4.8351  0.0024
C 4.1548 -3.0293 -1.9306  0.0533
C -2.0182 3.7058 -1.0718  0.0002
C 1.7970 3.9378 0.9391  0.0002
C -0.9299 0.0544 4.5543  0.0011
C -0.3658 -3.6489 1.5673  0.0386
H -1.2032 -6.4821 5.1521  0.0000
H 1.8394 5.0016 0.7874  0.0000
H 0.6147 3.1104 -0.7785  0.0004
H -5.0736 0.4293 5.8992  0.0001
H -1.5457 -4.1096 5.3534  -0.0001
H 4.3715 1.3967 2.7385  0.0000
H -1.8475 -0.0145 6.4735  0.0000
H -4.1609 -0.7734 6.8081  0.0000
H -0.1770 -2.7901 2.2026  0.0030
H 1.2315 1.7184 -4.8400  0.0104
H -2.0205 -0.3493 -1.7889  0.0029
H 3.2605 -2.1366 4.8705  0.0001
H -2.1956 -6.6054 3.6926  0.0003
H 1.1889 1.9314 -2.4056  -0.0028
H 5.0831 -4.9520 -1.4680  0.0209
H 1.4077 -5.7430 3.7143  0.0001
H 1.2410 -3.9947 3.8075  0.0002
H -1.1114 -6.9554 1.6133  0.0028
H 3.0693 -1.1566 -2.0583  0.0117
H -0.0619 -2.3542 -4.5299  0.0091
H -2.5551 -4.0646 3.8954  0.0000
H 2.7236 -3.0485 1.6284  0.0122
H -1.0258 3.0742 -2.7668  0.0001
H 2.8542 3.5198 2.8724  0.0002
H 0.5668 -0.4305 -5.9149  -0.0033
H -1.9917 5.2318 -2.4546  0.0000
H -2.3834 5.6691 -0.8660  0.0000
H 4.1617 -4.9436 0.8924  -0.0023
H -1.4787 1.8576 -1.6861  0.0024
H 0.0466 0.2130 4.9879  0.0001
H -4.6484 0.2954 -1.2933  0.0001
H 4.5303 -2.9642 -2.9437  -0.0016
H -1.0120 -6.6356 -0.8138  -0.0010
H -1.1823 -2.9755 4.0535  0.0001
H -4.4120 -0.4409 3.1128  0.0000
H -4.7309 0.5670 1.4099  0.0001
H 5.6811 -1.5708 4.4734  0.0004
H -5.1383 -1.2668 5.4264  0.0001
H 5.5451 -0.0544 5.3619  0.0002
H 0.9624 -1.8817 4.0540  0.0001
H 6.1129 -0.0498 3.6913  0.0002
H 0.8304 -4.9934 5.2160  -0.0001
H -0.5424 -7.2428 3.7045  0.0001

Cartesian forces, eV/Å:
Ti -0.01 0.25 0.11
S -0.03 0.06 0.07
O 0.01 -0.02 -0.04
O 0.03 -0.07 0.03
N 0.02 0.02 -0.01
N 0.06 -0.14 -0.05
N 0.02 -0.05 0.09
N -0.16 -0.04 -0.08
N 0.06 -0.03 0.01
N 0.05 0.01 -0.01
N -0.03 -0.06 0.05
N 0.07 0.01 -0.11
N -0.01 0.05 0.06
C 0.01 0.00 -0.01
C 0.04 -0.02 0.05
C 0.06 0.00 0.04
C -0.05 -0.05 -0.06
C -0.05 -0.09 -0.05
C -0.01 0.05 0.01
C 0.01 0.00 0.02
C 0.02 0.00 0.06
C -0.04 -0.01 -0.02
C 0.00 -0.01 0.03
C 0.01 -0.10 0.06
C 0.05 0.11 -0.07
C -0.11 -0.06 0.02
C 0.02 0.08 0.07
C 0.01 0.03 -0.07
C -0.03 0.03 0.06
C -0.03 -0.01 0.00
C -0.02 -0.06 0.09
C 0.00 -0.03 -0.04
C 0.06 -0.01 -0.17
C -0.07 -0.01 0.00
C -0.06 -0.09 -0.10
C 0.01 0.01 -0.08
C 0.07 0.10 0.02
C -0.02 0.02 0.01
C 0.01 -0.01 -0.02
C -0.03 0.00 -0.06
C 0.01 0.09 -0.04
C -0.04 0.02 -0.02
C 0.05 0.00 -0.05
C 0.03 -0.02 0.05
C 0.02 -0.02 0.00
C 0.01 0.02 -0.02
C 0.07 -0.04 -0.01
C -0.01 0.04 -0.04
C -0.01 0.02 0.04
C -0.01 0.00 0.01
C 0.00 0.01 0.04
C 0.01 -0.03 0.03
C -0.01 0.10 0.00
C -0.09 0.03 0.03
C 0.01 -0.02 0.03
C -0.02 0.01 0.01
H 0.00 0.00 0.00
H -0.01 0.00 0.00
H 0.02 0.00 0.01
H -0.01 -0.01 0.01
H 0.00 -0.01 0.00
H -0.01 -0.01 0.00
H 0.00 0.00 0.00
H -0.01 0.00 0.00
H -0.01 -0.02 0.01
H 0.00 -0.01 -0.01
H 0.00 0.00 0.00
H 0.00 -0.01 0.01
H 0.00 0.00 0.00
H 0.01 0.00 -0.02
H 0.00 0.00 0.00
H 0.02 0.00 0.00
H -0.01 0.00 0.01
H 0.01 0.01 0.01
H 0.00 0.00 0.00
H 0.00 0.00 0.01
H -0.01 0.02 0.02
H 0.00 0.00 0.00
H -0.01 0.01 0.00
H 0.00 -0.01 0.00
H 0.00 0.02 0.00
H 0.00 -0.02 -0.01
H -0.01 -0.01 0.01
H -0.01 0.00 0.01
H 0.01 -0.02 -0.03
H 0.01 -0.01 -0.01
H 0.00 0.00 0.00
H 0.00 0.00 0.00
H 0.00 0.00 0.00
H -0.01 -0.01 0.00
H 0.01 0.00 0.00
H 0.01 0.01 0.01
H 0.00 0.00 -0.01
H 0.00 0.00 0.00
H 0.01 -0.01 0.00
H 0.02 -0.01 -0.01
H 0.01 0.00 0.01
H 0.00 0.00 0.00
H -0.02 -0.01 0.00

* net charge: -1
* multiplicity: 4
* highest occupied orbital energy (spin up / spin down): -1.75 / -4.57 eV